DFT (ωB97M-V with the def2-TZVPD basis set) results for a 3-piece molecular cluster, C46H29N3O8 overall.

Positions of all 86 atoms, in Å:
C -0.304692 -2.214626 -0.296991
C 0.248778 -3.741947 -0.330886
N -0.248405 -4.680108 0.453123
C 1.484772 -3.980514 -1.371392
C 2.658365 -2.978595 -0.850116
C 2.981522 -1.631850 -1.572661
C 4.103216 -0.702947 -0.981621
O 4.371593 0.515925 -1.678980
C 4.815283 -1.183419 0.312458
C 4.511274 -2.552945 1.043494
C 3.409647 -3.476556 0.455534
C 5.249454 -3.027608 2.384034
O 5.401288 -4.246696 2.703872
C 5.838130 -1.854716 3.329839
C 6.089836 -2.068203 4.871423
C 6.694824 -0.899750 5.698162
O 7.023100 -0.928487 7.099065
C 5.914600 -1.451379 7.852287
N 5.000671 -1.479359 8.656018
C 6.985950 0.464089 4.950430
N 7.553605 1.608689 5.708142
C 6.738496 0.672678 3.429008
C 6.174084 -0.503798 2.582065
C 5.965737 -0.283563 1.008951
O 6.642924 0.498698 0.287264
H 0.529895 -1.459543 -0.036873
H -1.108937 -2.100387 0.517737
H -0.673375 -1.926230 -1.346767
H 0.286942 -5.545537 0.259208
H 1.865930 -5.059227 -1.349822
H 1.155186 -3.677689 -2.428754
H 2.381113 -1.372488 -2.516054
H 5.203721 0.404454 -2.204256
H 3.165366 -4.474835 0.962982
H 5.832394 -3.066929 5.389374
H 6.944998 1.837822 6.524423
H 7.477815 2.432928 5.092007
H 6.957175 1.677718 2.904518
C -4.965216 -2.265886 3.096001
C -6.104160 -1.836131 3.773844
C -6.374940 -0.476581 3.889285
C -5.499511 0.458975 3.336516
C -4.346512 0.029209 2.678986
C -4.086731 -1.336514 2.549662
C -3.384725 1.011980 2.131412
O -2.377936 0.637374 1.552885
C -3.658143 2.456091 2.303584
C -2.731819 3.394010 1.843117
C -2.986770 4.754067 1.988748
C -4.170681 5.182260 2.585717
C -5.093232 4.250919 3.050637
C -4.833750 2.885450 2.918907
C -5.805209 1.902605 3.448839
O -6.839642 2.276560 3.975393
H -4.759292 -3.327196 2.998395
H -6.782749 -2.561878 4.210890
H -7.266790 -0.148203 4.414196
H -3.198251 -1.677737 2.027503
H -1.808334 3.067466 1.374013
H -2.262809 5.481505 1.634740
H -4.372469 6.243509 2.692660
H -6.011679 4.590911 3.519244
C -2.505490 3.044343 -2.465600
C -2.546250 1.733002 -1.996528
C -2.331680 0.673453 -2.871407
C -2.087144 0.921862 -4.222544
C -2.070678 2.233763 -4.696913
C -2.269083 3.296105 -3.813037
C -1.861642 2.508650 -6.136466
O -1.843469 3.654996 -6.551459
C -1.683718 1.370120 -7.065461
C -1.543099 1.610605 -8.433436
C -1.362062 0.547411 -9.312490
C -1.311477 -0.758016 -8.828158
C -1.456714 -1.002147 -7.466717
C -1.652904 0.061489 -6.583746
C -1.842001 -0.211605 -5.141698
O -1.802040 -1.355115 -4.716935
H -2.663940 3.871383 -1.780282
H -2.743264 1.536575 -0.946833
H -2.359565 -0.345905 -2.498551
H -2.244014 4.319850 -4.173470
H -1.578301 2.625532 -8.817613
H -1.258147 0.736443 -10.376405
H -1.163007 -1.586611 -9.513603
H -1.421235 -2.022013 -7.096070

Forces on atoms 1 to 2 (eV/Å):
C 0.4 -0.6 0.3
C -0.4 -0.3 0.5

Calculated values
Frontier orbital gap: 0.2718 Ha
Electronic energy: -69012.21357 eV
Structure (SMILES): [H]/N=C(/C)Cc1cc(O)c2c(c1)C(=O)c1cc(OC#N)c(N)cc1C2=O.O=C1c2ccccc2C(=O)c2ccccc21.O=C1c2ccccc2C(=O)c2ccccc21
E_HOMO: -8.9 eV
Charge: 0